{"formula": "C4H14O4", "method": "ωB97M-V/def2-TZVPD", "species": ["C", "C", "C", "C", "O", "H", "H", "H", "H", "H", "H", "H", "H", "O", "H", "H", "O", "H", "H", "O", "H", "H"], "coordinates": [[0.490433, 1.464135, -0.059694], [-0.980933, 1.439214, -0.453977], [-1.129253, 2.028243, -1.866534], [-1.773425, 2.198380, 0.566690], [-1.965121, 1.617345, 1.615265], [0.954635, 0.797873, -0.795749], [0.986535, 1.388403, 0.899954], [0.985286, 2.450788, -0.196980], [-1.393417, 0.432539, -0.470071], [-0.215270, 2.190250, -2.445585], [-1.812923, 2.882279, -1.913592], [-1.519223, 1.283308, -2.592196], [-2.339560, 3.131828, 0.365296], [2.432217, -2.215262, -1.514442], [2.247090, -3.092119, -1.129327], [1.645456, -1.738162, -1.294833], [2.140407, -1.926213, 1.697560], [2.291264, -2.667763, 1.074166], [1.408882, -2.225413, 2.218379], [-0.385810, -2.660797, 0.203776], [-0.581064, -3.022878, 1.088881], [-0.944248, -1.884818, 0.098160]], "atomic_forces_ev_per_a": [[1.936, 0.850, -1.122], [0.443, 1.496, -0.518], [-0.391, -1.077, -1.552], [-1.228, -1.777, 1.073], [-0.039, 0.935, 0.102], [0.493, 0.076, 0.436], [-1.214, -1.508, 0.871], [-0.866, -0.004, -1.059], [0.143, -0.084, 0.352], [0.338, 0.785, 0.858], [0.369, 0.017, 0.005], [-0.583, 0.121, 0.737], [0.603, 0.128, -0.212], [0.541, -1.174, 0.131], [0.173, 0.482, -0.455], [-0.755, 0.595, 0.281], [0.846, -0.542, -0.828], [-0.043, 0.866, 0.463], [-0.629, -0.113, 0.523], [-0.048, -0.453, 0.403], [-0.044, 0.393, -0.699], [-0.045, -0.009, 0.209]], "smiles": "CC(C)C=O.O.O.O", "relative_energy_kcal_mol": 34.5, "homo_lumo_gap_ev": 10.19, "energy_ev": -12563.5303, "total_charge": 0}